# 1
Below is a molecular structure, C19H13NO5PSe2Ti, with properties calculated with ωB97M-V with the def2-TZVPD basis set.

As for the relative energy (zero: lowest compared OMol25 entry of this formula, charge and spin): 0.0 kcal/mol. The value obtained for the HOMO energy is -12.3 eV. The value obtained for the gap between HOMO and LUMO is 7.529 eV. Its total energy is -194737.2726 eV.

```
! wB97M-V def2-TZVPD RIJCOSX def2/J DEFGRID3
* xyz 1 1
Ti 0.027 0.823 -1.876
O 0.067 6.781 -1.223
C 0.004 5.477 -1.499
C -1.216 4.798 -1.641
C -1.150 3.465 -1.943
N 0.018 2.851 -2.100
C 1.183 3.481 -1.938
C 1.234 4.811 -1.633
C 2.331 2.508 -2.042
O 3.480 2.792 -2.018
O 1.815 1.241 -2.130
C -2.291 2.485 -2.047
O -3.441 2.767 -2.017
O -1.767 1.226 -2.142
H -0.816 7.164 -1.161
H -2.172 5.289 -1.508
H 2.172 5.329 -1.493
Se 0.018 0.799 0.561
P 0.019 -1.361 0.053
Se 0.020 -1.646 -2.126
C 1.489 -2.090 0.758
C 2.293 -2.956 0.023
C 3.397 -3.547 0.624
C 3.699 -3.272 1.947
C 2.902 -2.402 2.681
C 1.801 -1.809 2.091
C -1.449 -2.093 0.758
C -2.257 -2.954 0.021
C -3.358 -3.550 0.623
C -3.655 -3.283 1.949
C -2.855 -2.417 2.685
C -1.757 -1.820 2.094
H 2.073 -3.172 -1.013
H 4.020 -4.220 0.050
H 4.563 -3.732 2.410
H 3.145 -2.179 3.712
H 1.205 -1.118 2.672
H -2.041 -3.164 -1.017
H -3.983 -4.219 0.048
H -4.516 -3.747 2.412
H -3.093 -2.202 3.718
H -1.157 -1.134 2.678
*
```

=====

# 2
Below is a molecular structure, C19H14Cl2CoFN3O6 at a distorted geometry, with properties calculated with ωB97M-V with the def2-TZVPD basis set.

The value obtained for the HOMO energy is -4.8 eV. The value obtained for the gap between HOMO and LUMO is 6.392 eV. Its total energy is -102075.7610 eV.

```
! wB97M-V def2-TZVPD RIJCOSX def2/J DEFGRID3
* xyz -1 1
Co -0.690 0.562 -0.310
N 3.101 1.827 1.095
C 1.966 1.766 0.367
O 0.879 2.094 0.824
C 2.068 1.314 -1.070
C 1.074 0.166 -1.236
H 2.976 1.897 2.095
H 3.908 1.303 0.797
H 3.087 1.007 -1.327
H 1.776 2.152 -1.709
H 1.469 -0.715 -0.728
H 0.945 -0.071 -2.294
Cl -2.851 -2.929 -3.327
C -2.517 -1.273 -3.635
C -2.808 -0.727 -4.872
C -2.547 0.610 -5.119
Cl -2.913 1.246 -6.684
C -1.987 1.459 -4.144
C -1.721 2.831 -4.316
C -1.191 3.542 -3.239
C -0.885 2.897 -2.065
N -1.083 1.576 -1.889
C -1.669 0.870 -2.898
C -1.931 -0.502 -2.598
O -1.622 -0.966 -1.444
H -3.246 -1.342 -5.642
H -1.927 3.316 -5.256
H -1.016 4.603 -3.320
H -0.476 3.427 -1.220
F -2.005 1.424 0.484
O 1.852 -0.781 1.785
C 0.649 -0.673 2.008
O -0.256 -0.472 1.126
C 0.098 -0.842 3.396
C 0.643 -1.798 4.252
C 0.085 -2.022 5.490
C -1.002 -1.247 5.908
C -1.518 -0.248 5.074
C -0.981 -0.065 3.819
N -1.582 -1.488 7.172
O -1.152 -2.433 7.847
O -2.497 -0.749 7.556
H 1.494 -2.372 3.915
H 0.466 -2.790 6.147
H -2.345 0.353 5.424
H -1.382 0.675 3.145
*
```

=====

# 3
Below is a molecular structure, C19H14Cl5IrN4OS, with properties calculated with ωB97M-V with the def2-TZVPD basis set.

As for the relative energy (zero: lowest compared OMol25 entry of this formula, charge and spin): 0.0 kcal/mol. The value obtained for the HOMO energy is -14.4 eV. The value obtained for the gap between HOMO and LUMO is 7.612 eV. Its total energy is -104210.6139 eV.

```
! wB97M-V def2-TZVPD RIJCOSX def2/J DEFGRID3
* xyz 2 1
Ir -0.170 -0.109 -0.823
Cl -0.864 2.045 -1.907
C -1.124 2.354 -0.195
C -0.775 1.231 0.509
C -0.856 1.247 1.887
Cl -0.425 -0.155 2.787
C -1.276 2.425 2.519
Cl -1.351 2.483 4.223
C -1.626 3.557 1.766
Cl -2.119 4.992 2.548
C -1.560 3.531 0.369
Cl -1.972 4.864 -0.610
N -0.680 -3.877 0.532
C 0.653 -3.858 0.881
C 1.120 -2.619 0.576
N 0.078 -1.895 0.052
C -0.999 -2.678 0.037
C -2.201 -2.085 -0.512
N -2.059 -0.872 -1.039
C -3.308 -0.432 -1.395
C -4.206 -1.410 -1.096
N -3.492 -2.443 -0.539
H -1.289 -4.676 0.627
H 1.144 -4.718 1.302
H 2.105 -2.205 0.688
H -3.473 0.524 -1.859
H -5.271 -1.465 -1.243
H -3.893 -3.298 -0.187
C 4.188 1.047 0.071
S 2.472 1.159 0.533
O 1.834 0.304 -0.610
C 2.142 2.859 0.197
C 2.206 3.364 -1.098
C 1.947 4.709 -1.294
C 1.645 5.527 -0.209
C 1.592 5.010 1.078
C 1.832 3.659 1.289
H 4.309 1.391 -0.954
H 4.500 0.010 0.180
H 4.743 1.679 0.763
H 2.446 2.718 -1.934
H 1.992 5.126 -2.291
H 1.452 6.579 -0.370
H 1.360 5.653 1.916
H 1.790 3.239 2.287
*
```

=====

# 4
Below is a molecular structure, C19H14CoOPS3Sb at a distorted geometry, with properties calculated with ωB97M-V with the def2-TZVPD basis set.

As for the relative energy (zero: lowest compared OMol25 entry of this formula, charge and spin): 0.0 kcal/mol. The value obtained for the HOMO energy (alpha / beta) is -7.4 / -7.8 eV. The value obtained for the gap between HOMO and LUMO (alpha / beta) is 6.601 / 6.160 eV. Its expectation value of S² is 8.7899. Its total energy is -107936.2404 eV.

```
! wB97M-V def2-TZVPD RIJCOSX def2/J DEFGRID3
* xyz 0 6
Co 2.671 -1.457 0.059
S 2.371 -0.691 -3.382
Sb 3.909 -2.311 -2.525
S 2.482 -3.456 -0.965
S 4.470 -0.558 -0.932
O 2.949 -1.733 2.382
C 2.186 -0.835 2.235
C 1.102 -0.028 2.671
C 1.002 0.426 3.990
C 0.060 1.390 4.285
C -0.785 1.887 3.298
C -0.695 1.423 1.997
C 0.249 0.461 1.663
P 0.517 -0.233 0.009
C 0.242 1.146 -1.113
C 1.306 2.027 -1.302
C 1.143 3.127 -2.122
C -0.072 3.341 -2.760
C -1.123 2.458 -2.578
C -0.969 1.356 -1.754
C -0.847 -1.384 -0.285
C -0.871 -2.023 -1.525
C -1.870 -2.935 -1.807
C -2.833 -3.230 -0.854
C -2.802 -2.611 0.383
C -1.813 -1.685 0.672
H 1.666 0.038 4.747
H -0.025 1.757 5.299
H -1.517 2.641 3.549
H -1.350 1.816 1.230
H 2.263 1.830 -0.837
H 1.970 3.806 -2.279
H -0.195 4.195 -3.411
H -2.066 2.622 -3.084
H -1.785 0.659 -1.621
H -0.098 -1.810 -2.255
H -1.887 -3.429 -2.767
H -3.607 -3.952 -1.077
H -3.550 -2.846 1.128
H -1.799 -1.200 1.638
*
```

=====

# 5
Below is a molecular structure, C19H14O2PReSbSe4, with properties calculated with ωB97M-V with the def2-TZVPD basis set.

The value obtained for the HOMO energy (alpha / beta) is -17.4 / -17.4 eV. The value obtained for the gap between HOMO and LUMO (alpha / beta) is 6.551 / 6.535 eV. Its total energy is -303338.9748 eV.

```
! wB97M-V def2-TZVPD RIJCOSX def2/J DEFGRID3
* xyz 3 1
Re 0.586 -4.410 -0.027
O 1.447 -2.670 0.523
C 1.223 -1.443 0.370
O -0.005 -1.014 0.181
C 2.248 -0.427 0.359
C 3.616 -0.610 0.517
C 4.424 0.517 0.469
C 3.874 1.781 0.272
C 2.497 1.968 0.126
C 1.692 0.850 0.178
P -0.084 0.698 0.048
C -0.772 1.010 -1.537
C -0.438 0.198 -2.629
C -0.882 0.542 -3.888
C -1.639 1.699 -4.067
C -1.956 2.513 -2.988
C -1.524 2.177 -1.716
C -0.957 1.343 1.416
C -0.252 1.825 2.528
C -0.954 2.320 3.610
C -2.344 2.325 3.589
C -3.047 1.834 2.492
C -2.361 1.342 1.400
H 4.033 -1.596 0.672
H 5.494 0.415 0.585
H 4.528 2.642 0.233
H 2.093 2.961 -0.021
H 0.161 -0.695 -2.494
H -0.637 -0.080 -4.738
H -1.978 1.966 -5.058
H -2.537 3.412 -3.137
H -1.765 2.820 -0.879
H 0.831 1.825 2.543
H -0.422 2.707 4.468
H -2.889 2.718 4.438
H -4.128 1.842 2.491
H -2.905 0.964 0.543
Se -2.347 -7.983 1.904
Sb -1.335 -8.212 -0.101
Se -1.285 -4.713 -1.094
Se 1.420 -6.346 0.540
Se -0.725 -9.016 -2.120
*
```

=====

# 6
Below is a molecular structure, C19H14O6PPtS, with properties calculated with ωB97M-V with the def2-TZVPD basis set.

As for the relative energy (zero: lowest compared OMol25 entry of this formula, charge and spin): 0.3 kcal/mol. The value obtained for the HOMO energy is -12.5 eV. The value obtained for the gap between HOMO and LUMO is 5.422 eV. Its total energy is -55577.0703 eV.

```
! wB97M-V def2-TZVPD RIJCOSX def2/J DEFGRID3
* xyz 1 1
Pt 0.494 -0.307 0.034
O 1.137 2.474 2.631
S 0.157 2.511 1.292
O 0.117 3.884 0.977
O -1.032 1.825 1.724
O 0.948 1.665 0.325
O -0.254 -4.262 -0.456
C 0.254 -3.254 -0.040
O 0.118 -2.090 -0.644
C 1.110 -3.340 1.218
C 1.864 -4.500 1.353
C 2.633 -4.719 2.486
C 2.621 -3.803 3.526
C 1.843 -2.659 3.426
C 1.104 -2.415 2.271
P 0.042 -0.972 2.052
C -1.635 -1.462 2.470
C -1.917 -2.826 2.580
C -3.208 -3.239 2.870
C -4.212 -2.302 3.058
C -3.930 -0.945 2.952
C -2.650 -0.516 2.650
C 0.601 0.198 3.343
C 1.675 1.215 3.038
C 2.428 1.706 4.231
C 2.018 1.457 5.501
C 0.849 0.706 5.677
C 0.168 0.053 4.618
H 1.828 -5.230 0.557
H 3.233 -5.616 2.559
H 3.206 -3.978 4.418
H 1.821 -1.965 4.254
H -1.146 -3.571 2.439
H -3.425 -4.296 2.943
H -5.219 -2.628 3.282
H -4.716 -0.214 3.092
H -2.448 0.538 2.541
H 2.352 0.809 2.272
H 3.229 2.402 4.013
H 2.524 1.889 6.352
H 0.460 0.581 6.682
H -0.655 -0.610 4.854
*
```